(1)
{"formula": "C2H3O", "method": "wB97M-V/def2-TZVPD", "charge": -2, "multiplicity": 2, "homo_energy_ev": [5.091, 1.426], "gap_ev": [3.2, 6.8], "symbols": ["H", "C", "C", "H", "O", "H"], "coordinates": [[0.75, -1.68, 0.18], [-0.19, -0.64, 0.67], [-0.46, 0.61, 0.32], [-0.52, -1.09, 1.62], [0.57, 1.51, -1.09], [-0.15, 1.30, -1.70]]}



(2)
{"formula": "C2H3O2", "method": "wB97M-V/def2-TZVPD", "charge": 1, "e_above_lowest_ev": 0.441, "homo_energy_ev": -18.521, "gap_ev": 12.2, "symbols": ["C", "C", "O", "O", "H", "H", "H"], "coordinates": [[2.99, 0.48, -0.35], [-0.29, -0.01, -0.02], [3.90, 0.68, -0.96], [0.54, -0.14, 0.88], [1.71, 0.18, 0.72], [0.00, 0.64, -0.75], [-1.27, -0.47, -0.02]]}



(3)
{"formula": "C2H3O2P", "method": "wB97M-V/def2-TZVPD", "charge": 0, "e_above_lowest_ev": 2.924, "homo_energy_ev": -8.832, "gap_ev": 8.1, "symbols": ["C", "C", "O", "O", "P", "H", "H", "H"], "coordinates": [[0.95, -0.83, -0.13], [0.44, 0.06, 0.86], [1.40, -0.49, -1.20], [0.62, 0.66, 1.82], [-1.64, 0.36, -0.38], [0.80, -1.88, 0.23], [-1.68, 1.61, 0.27], [-0.88, 0.51, -1.48]]}